The following is a DFT calculation (wB97M-V/def2-TZVPD) of C36H33BF4N7P2S4SbSe2W as an isolated structure at a distorted geometry.

Highest occupied orbital energy (spin up / spin down), eV: -3.72 / -4.66
ΔE to the lowest compared entry with this formula, charge and spin, kcal per mole: 83.6
Largest force on an atom, eV/A: 1.9
Electronic energy, Eh: -9585.29882
2S+1: 2
Charge: -1
LUMO level (spin up / spin down), eV: 1.10 / 1.08
Expectation value of S²: 0.758

```
91
C36H33BF4N7P2S4SbSe2W | the OMol25 dataset | wB97M-V/def2-TZVPD
W 0.8229 -2.5100 1.1871
C 2.2262 -0.7500 6.7042
C 2.2704 0.4705 5.7956
N 1.2433 0.4442 4.7658
C 1.3697 -0.3531 3.6682
S -0.0122 -0.6532 2.7214
N 2.5503 -0.8566 3.4252
N 2.5650 -1.5957 2.2609
C 3.7269 -2.0992 1.9695
C 4.8977 -2.0080 2.8864
C 3.8785 -2.6496 0.6003
C 5.1290 -2.8633 0.0526
C 5.2422 -2.9428 -1.3311
C 4.1077 -2.7893 -2.0992
C 2.8728 -2.6944 -1.4668
N 2.7503 -2.6861 -0.1448
H 2.9969 -0.6858 7.4735
H 2.3867 -1.6582 6.1252
H 1.2579 -0.8322 7.2003
H 3.2323 0.5265 5.2884
H 2.1403 1.3921 6.3663
H 0.2919 0.5899 5.0641
H 4.5503 -2.1466 3.9081
H 5.3616 -1.0203 2.8280
H 5.6323 -2.7708 2.6485
H 5.9988 -2.9207 0.6843
H 6.2104 -3.0891 -1.7887
H 4.1456 -2.7704 -3.1783
H 1.9514 -2.6480 -2.0297
S 3.7500 -6.4311 0.4327
Sb 2.3151 -6.1136 -1.2654
S -0.1422 -3.1100 -1.0040
S 0.3248 -4.8523 -0.0887
Se 1.8389 3.5916 -3.0183
P 0.1361 2.4790 -2.4655
C -1.1665 3.5421 -1.7853
C -0.8147 4.7507 -1.1904
C -1.7966 5.5722 -0.6604
C -3.1337 5.2051 -0.7376
C -3.4893 4.0105 -1.3437
C -2.5058 3.1843 -1.8656
C -0.5422 1.6165 -3.9094
C -1.4467 2.2208 -4.7746
C -1.7986 1.5942 -5.9601
C -1.2289 0.3769 -6.3025
C -0.3081 -0.2201 -5.4525
C 0.0293 0.3956 -4.2591
C 0.4855 1.1583 -1.2632
C -0.2082 0.1406 -0.6047
N 0.7613 -0.5737 0.0150
N 1.9451 -0.0333 -0.2239
N 1.8037 1.0093 -0.9943
P -1.9128 -0.2589 -0.1017
Se -1.2295 -3.2009 2.0903
C -2.9656 -0.1185 -1.5948
C -4.1957 0.5329 -1.6089
C -5.0287 0.4570 -2.7159
C -4.6520 -0.2852 -3.8266
C -3.4378 -0.9572 -3.8134
C -2.6091 -0.8802 -2.7063
C -2.3904 1.1676 0.9382
C -3.6279 1.0804 1.5753
C -4.0693 2.0882 2.4187
C -3.2553 3.1849 2.6691
C -1.9971 3.2505 2.0882
C -1.5670 2.2490 1.2318
H 0.2289 5.0356 -1.1552
H -1.5168 6.5063 -0.1916
H -3.8980 5.8538 -0.3295
H -4.5283 3.7151 -1.4084
H -2.7850 2.2568 -2.3423
H -1.8690 3.1875 -4.5310
H -2.5129 2.0640 -6.6231
H -1.5012 -0.1070 -7.2314
H 0.1430 -1.1676 -5.7150
H 0.7520 -0.0667 -3.5970
H -4.5105 1.1232 -0.7562
H -5.9742 0.9842 -2.7078
H -5.3010 -0.3454 -4.6902
H -3.1332 -1.5502 -4.6653
H -1.6711 -1.4247 -2.7079
H -4.2467 0.2026 1.4268
H -5.0361 2.0033 2.8965
H -3.5935 3.9739 3.3286
H -1.3425 4.0868 2.2973
H -0.5726 2.3023 0.8066
F 3.1410 -4.5633 4.1771
B 1.8429 -4.4369 3.8253
F 1.8692 -3.9700 2.1404
F 1.2342 -3.3543 4.3738
F 1.1148 -5.5628 3.8716
```

Here are the Mulliken charges for atoms 1 to 5, given in e:
1. W 1.536
2. C -0.881
3. C -0.511
4. N -0.175
5. C 0.319